Entry 1:
{"formula": "C32H51N14O2", "method": "ωB97M-V/def2-TZVPD", "homo_lumo_gap_ev": 7.09, "e_lumo_ev": -4.61, "charge": 1, "spin_multiplicity": 1, "largest_force_ha_per_bohr": 0.1793, "energy_ev": -58948.3413, "symbols": ["C", "N", "C", "C", "C", "N", "N", "C", "C", "O", "C", "C", "O", "C", "C", "C", "C", "N", "H", "H", "H", "H", "H", "H", "H", "H", "H", "H", "H", "H", "H", "H", "H", "H", "H", "H", "H", "H", "H", "C", "C", "N", "H", "H", "H", "C", "C", "N", "H", "H", "H", "C", "C", "N", "H", "H", "H", "C", "C", "N", "H", "H", "H", "C", "C", "N", "H", "H", "H", "C", "C", "N", "H", "H", "H", "C", "C", "N", "H", "H", "H", "C", "C", "N", "H", "H", "H", "C", "C", "N", "H", "H", "H", "C", "C", "N", "H", "H", "H"], "coordinates": [[-0.528288, 4.096376, 2.963569], [-1.333594, 3.454385, 1.855398], [-0.452428, 3.015694, 0.688398], [0.119760, 1.480578, 0.820055], [-0.772228, 0.232523, 0.382338], [-0.503632, -1.203911, 0.395376], [0.717010, -1.418928, 0.922018], [1.741318, -0.495918, 1.400090], [3.163175, -1.115667, 1.998649], [4.071446, -1.423316, 0.883040], [5.346146, -1.912851, 1.463667], [6.343664, -0.776917, 2.114459], [5.613181, -3.231946, 1.397126], [1.592276, 1.100458, 1.387339], [2.707407, 2.194732, 1.858713], [3.090428, 3.340863, 0.753901], [3.098581, 2.841205, -0.805339], [4.479818, 3.178458, -1.405646], [-0.721190, 5.269402, 3.052765], [-0.880132, 3.627584, 3.977013], [0.615973, 3.970967, 2.742082], [-1.942658, 2.675664, 2.195600], [-1.172630, 3.014321, -0.263399], [0.359060, 3.829968, 0.471655], [-1.858148, 0.512645, -0.033596], [0.959957, -2.455432, 0.993692], [2.938534, -2.154195, 2.541786], [3.638844, -0.428893, 2.837878], [5.778422, 0.009185, 2.811060], [6.860435, -0.128413, 1.261506], [7.150967, -1.282204, 2.797021], [2.413889, 2.744761, 2.876559], [3.725293, 1.625157, 2.114377], [2.437992, 4.327513, 0.913530], [4.206887, 3.683061, 1.001099], [2.305356, 3.438734, -1.439649], [2.964447, 1.690231, -0.966163], [5.134532, 2.353806, -1.253477], [4.366429, 3.348581, -2.446607], [-3.111116, -2.771089, -1.119266], [-4.022149, -3.138162, -2.216249], [-4.741946, -3.428043, -3.083054], [-3.074422, -1.686892, -0.969432], [-3.421258, -3.218565, -0.169019], [-2.086761, -3.105476, -1.315140], [4.260634, -4.868774, 3.681512], [3.101743, -4.433707, 4.478872], [2.186056, -4.089844, 5.108764], [4.628748, -4.067474, 3.032134], [5.096175, -5.178733, 4.318056], [4.012168, -5.718890, 3.037266], [4.207982, 2.806007, 5.750634], [4.829286, 3.107207, 4.450112], [5.320331, 3.345185, 3.422626], [4.842900, 3.121739, 6.585183], [3.245061, 3.314705, 5.866397], [4.023706, 1.733269, 5.872130], [-5.326082, 3.493597, 0.936297], [-4.459627, 2.308578, 0.821915], [-3.774935, 1.372363, 0.731437], [-5.256295, 4.132935, 0.049924], [-6.378921, 3.215211, 1.052158], [-5.057271, 4.109271, 1.801266], [3.539692, 6.739586, -2.795997], [3.421046, 5.514441, -3.604104], [3.327438, 4.546382, -4.242530], [4.576322, 6.928877, -2.497925], [3.195065, 7.621791, -3.345852], [2.945266, 6.677930, -1.878206], [-7.440747, -3.237094, -0.187683], [-7.260280, -2.155541, 0.795054], [-7.117819, -1.301050, 1.571608], [-8.476223, -3.592704, -0.212404], [-7.187183, -2.909054, -1.201333], [-6.807372, -4.100922, 0.040623], [-7.698843, -5.247580, 3.776764], [-8.609877, -5.614653, 2.679781], [-9.329673, -5.904534, 1.812977], [-7.662148, -4.163383, 3.926599], [-8.008984, -5.695056, 4.727011], [-6.674487, -5.581967, 3.580892], [-3.738661, -1.322178, -5.794151], [-3.565102, -0.139649, -6.654149], [-3.427842, 0.794609, -7.333714], [-2.801377, -1.875440, -5.672987], [-4.083264, -1.046356, -4.791872], [-4.474597, -2.019330, -6.208714], [-0.482913, 0.039617, -8.982854], [0.138392, 0.340817, -10.283376], [0.629437, 0.578796, -11.310862], [0.152006, 0.355349, -8.148305], [-1.445833, 0.548316, -8.867092], [-0.667188, -1.033121, -8.861359], [1.748955, -4.664133, -1.497629], [0.590063, -4.229067, -0.700269], [-0.325623, -3.885203, -0.070378], [2.117069, -3.862834, -2.147008], [2.584496, -4.974093, -0.861086], [1.500489, -5.514250, -2.141875]], "forces_ev_per_angstrom": [[-0.1022, 0.5736, 0.6837], [1.7222, -0.5069, -0.2638], [-1.6994, -0.4558, -1.0884], [2.4132, -3.1400, 0.6754], [0.1131, 0.3520, -0.1336], [1.6527, 6.3147, 1.3090], [2.5959, 1.2744, 1.2169], [-0.1358, 2.1555, -0.0996], [-1.4631, -1.2567, 0.7754], [1.6733, -0.2490, 2.4389], [1.2820, -5.3758, -0.3575], [-0.1848, 0.2999, 0.1902], [-1.7955, 9.0403, 0.2727], [-4.0276, -2.2900, -1.4832], [0.8085, -0.5474, 0.4282], [0.5947, 0.4744, 0.0914], [0.7002, 0.3255, -0.6068], [-0.8410, -0.9864, -0.4629], [0.2683, -2.5303, -0.3986], [1.1065, 0.8937, -1.7781], [-2.1354, 0.0953, 0.8188], [0.9399, 0.9322, -0.5115], [1.6811, -0.1997, 1.9324], [-1.3480, -1.9317, 0.6465], [2.6417, -0.7955, 1.0907], [-0.5471, 1.6337, -0.1842], [0.1422, 2.2110, -1.0577], [-1.1634, -1.0982, -2.0717], [0.9290, -1.8170, -1.6859], [-1.1905, -1.6560, 1.7033], [-1.6233, 0.7606, -1.6455], [0.2774, -1.4821, -2.2715], [-2.3855, 1.1005, -0.6656], [1.2416, -2.2935, -0.4384], [-2.5134, -0.8520, -0.4780], [1.4708, -1.3716, 1.3131], [-0.3664, 2.0482, 0.7264], [-1.2135, 1.4918, -0.4575], [0.2711, -0.5466, 1.6970], [0.1263, 0.0594, 0.0482], [-0.8010, -0.2688, -0.8848], [1.1618, 0.5150, 1.3579], [-0.2148, -0.1683, -0.1792], [-0.0558, -0.0086, -0.2782], [-0.4036, 0.0004, -0.0909], [0.1376, -0.0747, -0.0253], [-0.9381, 0.2705, 0.6947], [1.4298, -0.4031, -1.0973], [-0.2285, -0.1981, 0.2583], [-0.2895, 0.0943, 0.0646], [-0.1498, 0.1653, 0.2020], [-0.0998, -0.0321, 0.2208], [0.5886, 0.2919, -1.0243], [-0.8256, -0.4888, 1.6304], [0.0286, 0.0145, -0.3161], [0.2102, 0.0128, -0.2131], [0.1307, 0.1574, -0.2032], [-0.1854, 0.1777, 0.0294], [0.6698, -0.9724, -0.0965], [-1.0461, 1.6115, 0.1077], [0.1624, -0.2910, 0.0716], [0.2747, -0.2185, -0.0313], [0.1466, -0.2881, -0.1181], [0.0381, 0.2358, 0.1102], [-0.1006, -0.9585, -0.6886], [0.1343, 1.5029, 1.1273], [-0.1395, -0.2569, -0.1679], [0.0138, -0.3161, -0.0890], [0.0568, -0.2049, -0.2348], [-0.0677, -0.1466, -0.2072], [0.1323, 0.8971, 0.8232], [-0.1747, -1.3679, -1.2336], [0.1551, 0.1726, 0.2130], [0.0357, 0.1369, 0.2591], [-0.0758, 0.2481, 0.1271], [0.1482, 0.0729, 0.2037], [-0.8093, -0.3207, -0.9562], [1.2456, 0.5341, 1.3930], [-0.1650, -0.1628, -0.2113], [-0.1181, -0.0163, -0.2990], [-0.2688, -0.0366, -0.1553], [-0.0588, -0.1592, 0.1304], [0.1453, 1.0346, -0.7569], [-0.1875, -1.5546, 1.1494], [-0.0844, 0.2372, -0.1596], [0.0313, 0.1120, -0.2716], [0.1137, 0.2693, -0.0418], [-0.1350, 0.0018, 0.1587], [0.5967, 0.2458, -1.1703], [-0.8227, -0.4053, 1.7423], [0.0366, 0.0401, -0.3088], [0.2146, -0.0143, -0.1963], [0.1133, 0.1555, -0.2509], [0.2101, -0.0814, -0.1773], [-0.7671, 0.1272, 0.4703], [1.6519, -0.8355, -0.8272], [-0.2393, -0.0059, 0.1977], [-0.2846, 0.1001, 0.0783], [-0.1933, 0.1660, 0.2226]]}

=====

Entry 2:
{"formula": "C30H69N3O3", "method": "ωB97M-V/def2-TZVPD", "homo_lumo_gap_ev": 8.88, "e_lumo_ev": 0.70, "spin_multiplicity": 1, "smiles": "CCN(CC)CC.CCN(CC)CC.CCN(CC)CC.C1CCOC1.C1CCOC1.C1CCOC1", "largest_force_ha_per_bohr": 0.0510, "energy_ev": -42837.7644, "de_lowest_ev": 0.0000, "symbols": ["C", "C", "N", "C", "C", "C", "C", "H", "H", "H", "H", "H", "H", "H", "H", "H", "H", "H", "H", "H", "H", "H", "C", "C", "N", "C", "C", "C", "C", "H", "H", "H", "H", "H", "H", "H", "H", "H", "H", "H", "H", "H", "H", "H", "C", "C", "N", "C", "C", "C", "C", "H", "H", "H", "H", "H", "H", "H", "H", "H", "H", "H", "H", "H", "H", "H", "C", "C", "C", "O", "C", "H", "H", "H", "H", "H", "H", "H", "H", "C", "C", "C", "O", "C", "H", "H", "H", "H", "H", "H", "H", "H", "C", "C", "C", "O", "C", "H", "H", "H", "H", "H", "H", "H", "H"], "coordinates": [[2.229225, -4.198670, -1.518462], [1.330693, -5.378130, -1.713990], [-0.113048, -5.072575, -1.479105], [-0.658683, -4.238870, -2.543711], [-0.534255, -4.896652, -3.877649], [-0.421530, -4.412810, -0.192265], [0.055085, -5.297125, 0.994845], [2.025995, -3.402948, -2.235133], [3.289931, -4.449613, -1.512227], [2.029434, -3.794529, -0.526055], [1.501593, -5.810112, -2.700038], [1.636367, -6.124650, -0.980942], [-1.705435, -3.993910, -2.363685], [-0.242345, -3.239218, -2.419420], [-0.743347, -5.962121, -3.781984], [-1.204267, -4.358810, -4.548396], [0.477500, -4.849936, -4.280467], [-1.494958, -4.232446, -0.134799], [-0.055172, -3.387496, -0.141124], [-0.492267, -6.237045, 0.923780], [-0.223573, -4.802529, 1.925337], [1.135819, -5.415934, 1.072366], [4.841695, 7.092697, -0.868438], [4.135987, 6.142485, -1.785578], [2.788234, 5.683033, -1.341571], [2.642651, 4.279452, -1.726426], [1.455517, 3.662793, -0.986606], [1.658539, 6.506305, -1.761554], [1.664574, 7.960440, -1.406771], [4.371794, 8.072426, -0.782304], [5.790362, 7.333889, -1.347975], [4.977970, 6.664139, 0.124471], [3.979505, 6.467521, -2.814162], [4.815104, 5.292284, -1.721894], [2.537062, 4.227043, -2.810037], [3.484193, 3.675523, -1.387037], [1.583231, 2.587839, -1.114124], [1.295225, 3.852152, 0.074779], [0.508516, 3.983286, -1.420852], [0.750328, 6.114844, -1.303290], [1.500165, 6.323172, -2.824328], [1.995184, 8.285128, -0.420168], [0.686824, 8.435923, -1.484383], [2.327211, 8.440900, -2.126616], [1.719774, -3.315427, 6.865301], [2.345688, -3.589791, 5.480798], [2.198482, -2.403350, 4.670811], [3.114876, -2.404023, 3.561518], [2.894573, -3.541128, 2.533853], [0.805967, -1.997863, 4.347580], [0.643094, -0.475988, 4.354857], [1.914708, -4.218095, 7.444348], [0.634616, -3.213981, 6.849790], [2.213966, -2.527350, 7.433461], [3.347599, -3.939290, 5.730059], [1.775782, -4.437227, 5.099797], [3.147371, -1.465418, 3.008287], [4.129462, -2.451633, 3.957071], [3.605971, -3.371196, 1.725681], [3.108005, -4.492440, 3.021242], [1.883508, -3.504498, 2.128286], [0.092960, -2.427100, 5.051480], [0.483836, -2.381618, 3.379558], [-0.422435, -0.405102, 4.136435], [1.274868, -0.077776, 3.560882], [0.808745, -0.004934, 5.323755], [-1.461670, -0.275193, 1.086769], [-0.275944, 0.638719, 0.976992], [0.568551, -0.204039, -0.014820], [-0.391201, -0.625922, -0.960549], [-1.655781, -0.859561, -0.371822], [-2.350174, 0.276935, 1.393084], [-1.362209, -1.032686, 1.864200], [0.185385, 0.844496, 1.942873], [-0.510942, 1.592455, 0.504480], [0.989407, -1.138729, 0.355768], [1.352360, 0.358949, -0.521551], [-1.855832, -1.931038, -0.372887], [-2.386653, -0.268202, -0.923389], [-5.532892, 2.017125, -0.435331], [-5.722135, 0.502799, -0.299140], [-5.927676, 0.321314, 1.195384], [-5.224638, 1.428729, 1.769393], [-4.768284, 2.385182, 0.792814], [-6.448768, 2.599522, -0.334945], [-5.048346, 2.296760, -1.370810], [-4.905564, -0.093002, -0.706972], [-6.522940, 0.240375, -0.990476], [-5.545822, -0.667069, 1.451125], [-6.987888, 0.460249, 1.406886], [-3.732186, 2.179860, 0.523652], [-4.876553, 3.384113, 1.215328], [-1.164618, 1.347569, -3.415470], [-2.035413, 0.219201, -3.976447], [-3.404868, 0.734358, -3.974481], [-3.385758, 2.083476, -3.487343], [-2.208310, 2.233182, -2.730408], [-0.504410, 1.833801, -4.133656], [-0.434994, 0.935941, -2.718113], [-2.031749, -0.686955, -3.370664], [-1.740151, -0.100088, -4.975938], [-4.024790, 0.058137, -3.385814], [-3.774738, 0.733525, -4.999809], [-2.346613, 2.021482, -1.670143], [-1.879242, 3.272309, -2.734636]], "forces_ev_per_angstrom": [[0.2364, 0.8689, 0.4379], [-0.5094, -0.1607, 0.7358], [-0.2445, 0.1324, 0.1229], [0.0297, 0.1828, 0.9513], [0.4236, 0.3976, -0.5415], [0.8681, -1.1579, 0.1462], [-0.8017, 1.0889, -0.2861], [0.1914, 0.0340, -0.0810], [-0.0067, -0.1077, -0.3163], [0.1008, 0.2292, 0.0648], [-0.4400, -0.1021, 0.0785], [-0.1971, -0.2560, -0.0887], [-0.3592, -0.6565, 0.3236], [0.5974, 0.4200, -0.7959], [-0.4883, 0.0935, -0.1232], [0.0122, -0.4594, -0.3579], [0.0083, 0.2416, -0.1145], [-0.2358, -0.5973, -0.0568], [0.6974, 0.2594, 0.0632], [0.3818, -0.1546, 0.1101], [-0.1970, -0.0401, 0.1404], [-0.0926, -0.2472, -0.3777], [-0.0488, 1.4536, -0.3408], [-1.3589, -0.6466, 0.5217], [1.6327, -0.0162, 0.9572], [-1.0103, 0.8196, 1.7358], [-0.7230, -0.5564, -0.9055], [-0.5666, -1.3540, 0.7458], [0.7893, 1.2938, -0.5776], [-0.3005, -0.0902, 0.2215], [0.3835, -0.2194, 0.3010], [0.0666, 0.0145, -0.1233], [0.7732, 0.3522, -0.3401], [-0.3834, -0.3948, -0.7061], [-0.1320, -0.5142, -0.3564], [0.4254, 0.4993, -0.2896], [-0.5204, -0.1744, 0.0263], [0.9093, 0.3173, 0.0825], [-0.1022, -0.3185, -0.3005], [0.1062, -0.4564, 0.1630], [-0.0744, 0.5130, -0.6483], [0.2573, -0.7536, 0.1703], [-0.1563, -0.3208, -0.4340], [-0.0049, 0.5359, 0.0890], [0.4099, -1.0921, 0.3267], [-1.8682, 0.5075, 1.7690], [0.1177, 0.3837, -0.1441], [0.2001, -0.2178, -0.9037], [0.5206, 0.7351, 0.5164], [1.1391, -0.0402, 0.6818], [-0.5331, -1.1545, -0.2070], [-0.1596, -0.1896, 0.2387], [0.1357, 0.3275, -0.0130], [-0.1768, 0.3237, -0.3646], [0.3635, 0.5059, -0.8515], [0.1012, -0.4248, -0.4273], [-0.5609, 0.3276, 0.1413], [0.0919, -0.3136, 0.1577], [-0.0349, -0.2781, -0.1645], [-0.1951, -0.1629, -0.2818], [0.0532, -0.1696, 0.0280], [0.2895, -0.0816, 0.1702], [0.0728, -0.0718, -0.3763], [-0.0513, 0.8573, -0.3597], [-0.1958, 0.4239, 0.2099], [0.3254, -0.1676, -0.1081], [-1.9627, 0.0201, -0.2728], [1.1443, -0.8695, -0.2772], [-0.3811, 0.3351, 0.1835], [0.1824, -0.0143, -1.5473], [1.0134, 0.8421, 1.7569], [-0.2072, 0.0524, -0.0595], [0.4166, -0.2515, -0.2198], [0.0874, -0.0887, -0.1452], [-0.1126, -0.0218, -0.0969], [0.3931, 0.1873, 0.8770], [-0.0724, -0.0215, -0.1136], [-0.3518, 0.0576, -0.0505], [-0.2378, -0.2800, -0.0447], [-0.3129, 0.7513, -0.3672], [-0.5007, 0.5721, -1.2099], [-0.0815, 0.8163, -1.4775], [0.4200, -0.1698, 0.9770], [0.6508, -1.4873, 0.0550], [-0.5931, -0.5302, -0.5177], [0.0524, 0.0707, 0.0358], [0.5744, 0.3176, 0.3062], [-0.5370, -0.3156, 0.5264], [0.0146, 0.2555, 0.7905], [-0.0445, -0.4176, 0.3947], [0.5828, 0.1962, 0.6202], [-0.1177, -0.0860, -0.2033], [0.6140, -0.7330, 0.8566], [1.8152, -1.0186, -0.2774], [-1.5359, 0.6507, -0.7096], [-0.4060, -0.3750, 0.0250], [1.1228, 0.7016, -0.3299], [-0.6885, 0.3570, -0.4123], [-0.2430, -0.0400, 0.3235], [0.5752, 0.0691, 0.2242], [0.1871, 0.1207, -0.0056], [-0.4879, 0.3854, 0.2834], [-0.4811, 0.3231, 0.1231], [-0.1837, -0.5985, 0.1883], [-0.2893, 0.2165, -0.2743]]}